This record from the Open Molecules 2025 dataset describes a cluster of 2 separate species, C4H4N2O2S in total. The level of theory is wB97M-V/def2-TZVPD.

```
13
Properties=species:S:1:pos:R:3
C -0.80 0.70 -1.32
C -0.31 -0.27 -0.48
C 0.22 0.37 0.64
C 1.29 -3.02 0.27
N -0.15 1.72 0.55
N 0.28 -3.12 -0.32
O 2.01 -2.60 1.15
O -0.80 1.96 -0.73
S 0.96 -0.11 2.09
H -1.35 0.70 -2.21
H 0.29 2.50 1.00
H 1.31 -1.47 1.99
H -0.17 -1.39 -0.68
```

Summary:
multiplicity	1
LUMO level	-1.30	eV
Kohn-Sham gap	7.21	eV
net charge	0

This record from the Open Molecules 2025 dataset describes a structure of composition C4H4N2O4. The level of theory is wB97M-V/def2-TZVPD.

```
14
Properties=species:S:1:pos:R:3
C 1.53 -0.52 0.26
C 0.04 -0.36 0.65
C -0.66 0.87 0.94
C -2.19 0.47 0.23
H 1.27 1.92 -1.29
H 3.53 0.06 -0.64
H -0.39 1.81 1.64
H -2.52 -1.14 -1.60
N 2.38 0.38 -0.43
N -2.07 -0.93 -0.35
O 2.35 1.83 -0.33
O 2.05 -1.65 0.28
O -3.28 0.95 -0.25
O -0.68 -1.33 -0.34
```

Summary:
multiplicity	1
LUMO level	-1.09	eV
Kohn-Sham gap	8.43	eV
net charge	0

This record from the Open Molecules 2025 dataset describes an isolated molecule of C4H4N2OS. The level of theory is wB97M-V/def2-TZVPD.

```
12
Properties=species:S:1:pos:R:3
C -0.72 1.36 -0.03
C 0.02 0.15 0.04
C 1.31 0.20 -0.05
N 1.99 -1.08 0.18
N 1.45 -2.17 0.06
O 0.05 -2.20 -0.21
C -0.72 -1.13 0.07
S -2.39 -1.36 0.06
H -1.64 1.42 -0.69
H -0.28 2.30 -0.29
H -1.18 1.47 1.05
H 2.10 1.04 -0.20
```

Summary:
multiplicity	1
LUMO level	-0.97	eV
Kohn-Sham gap	8.12	eV
net charge	0

This record from the Open Molecules 2025 dataset describes an isolated molecule of C4H4N2S. The level of theory is wB97M-V/def2-TZVPD.

```
11
Properties=species:S:1:pos:R:3
C 1.63 0.58 -0.25
C 1.44 -0.76 -0.38
N 0.62 -1.53 0.38
C -0.59 -1.23 0.47
S -1.48 0.06 -0.43
N -0.60 1.36 0.38
C 0.69 1.41 0.36
H 2.50 1.04 -0.74
H 2.23 -1.39 -0.89
H -1.30 -1.81 1.14
H 1.10 2.31 0.92
```

Summary:
multiplicity	1
LUMO level	-0.10	eV
Kohn-Sham gap	8.64	eV
net charge	0

This record from the Open Molecules 2025 dataset describes an isolated molecule of C4H4N2S. The level of theory is wB97M-V/def2-TZVPD.

```
11
Properties=species:S:1:pos:R:3
C -0.18 -0.25 -0.52
C -1.32 0.67 -0.20
C -0.93 1.83 0.41
N -0.64 2.88 0.82
S -2.75 0.04 1.00
C -3.40 -0.94 -0.21
N -3.68 -1.67 -1.05
H 0.41 -0.28 0.32
H -0.48 -1.17 -0.94
H 0.37 0.15 -1.37
H -1.77 0.82 -1.14
```

Summary:
multiplicity	1
LUMO level	-0.25	eV
Kohn-Sham gap	10.18	eV
net charge	0

This record from the Open Molecules 2025 dataset describes an isolated molecule of C4H4N2S. The level of theory is wB97M-V/def2-TZVPD.

```
11
Properties=species:S:1:pos:R:3
C -1.81 -0.37 -0.35
C -0.32 -0.36 -0.10
N 0.40 -1.36 0.14
N 1.76 -1.22 -0.26
C 2.31 -0.17 0.19
C 1.71 1.01 0.73
S 0.35 1.30 -0.40
H -2.21 0.28 0.52
H -2.15 -1.41 -0.46
H -1.97 0.37 -1.21
H 1.94 1.93 1.21
```

Summary:
multiplicity	1
LUMO level (spin up / spin down)	-0.98 / -0.98	eV
Kohn-Sham gap (spin up / spin down)	8.05 / 8.05	eV
net charge	0

This record from the Open Molecules 2025 dataset describes an isolated molecule of C4H4N4. The level of theory is wB97M-V/def2-TZVPD.

```
12
Properties=species:S:1:pos:R:3
H 2.23 -1.23 0.72
N 2.22 -0.15 0.69
C 1.15 0.03 0.01
C 0.62 1.31 -0.35
N -0.63 1.51 -0.21
C -1.54 0.65 0.37
C -1.59 -0.71 0.34
N -0.68 -1.46 -0.30
N 0.46 -1.11 -0.67
H 1.30 1.97 -0.90
H -2.46 1.27 0.75
H -2.51 -1.25 0.65
```

Summary:
multiplicity	1
LUMO level	-0.80	eV
Kohn-Sham gap	8.57	eV
net charge	0

This record from the Open Molecules 2025 dataset describes an isolated molecule of C4H4N4O. The level of theory is wB97M-V/def2-TZVPD.

```
13
Properties=species:S:1:pos:R:3
H 3.70 0.74 0.31
N 3.24 -0.14 0.20
C 1.88 0.03 -0.19
N 1.08 -0.90 0.09
C -0.11 -0.52 -0.13
C -1.33 -1.44 0.08
N -2.52 -0.98 -0.06
O -2.65 0.42 0.25
C -1.56 1.12 -0.03
N -0.35 0.80 -0.18
H 1.66 1.15 -0.29
H -1.31 -2.56 -0.23
H -1.73 2.28 0.18
```

Summary:
multiplicity	1
LUMO level	-1.20	eV
Kohn-Sham gap	7.80	eV
net charge	0

Energy above the lowest of the compared OMol25 structures with the same formula, charge and spin for the records above, in order: 106.96 192.23 90.66 55.02 40.07 109.84 77.50 127.07 kcal per mole
E for the records above, in order: -22119.0066 -15371.0385 -20071.7981 -18025.8547 -18026.5033 -18023.4776 -10169.4770 -12214.9999 eV
Largest force on an atom for the records above, in order: 3.39 6.99 5.82 3.21 4.98 3.74 2.96 14.19 eV Å⁻¹